#1
Computed, not measured: the molecule C3H5NO4, with ωB97M-V/def2-TZVPD.

Each line ends with the Mulliken charge.
Cartesian coordinates (Å):
O: -2.37 0.55 0.79  -0.476
C: -1.31 1.03 0.51  0.056
C: 0.12 0.29 0.80  -0.115
O: 1.09 1.17 1.31  -0.509
N: 0.25 0.18 -0.63  -0.165
C: 0.43 -1.00 -1.33  0.548
O: 0.79 -1.03 -2.47  -0.575
O: 0.27 -2.09 -0.56  -0.468
H: -1.17 2.09 0.23  0.332
H: -0.11 -0.65 1.29  0.420
H: 0.91 1.35 2.24  0.340
H: 0.61 0.99 -1.11  0.271
H: 0.48 -2.87 -1.08  0.344

Computed properties:
SMILES string = O=C[C@H](O)NC(=O)O
M = 119.1 g mol⁻¹


#2
Computed, not measured: the molecule C3H5NO4, with ωB97M-V/def2-TZVPD.

Each line ends with the Mulliken charge.
Cartesian coordinates (Å):
N: 1.21 -1.67 0.65  -0.365
C: 1.16 -0.42 0.15  0.638
O: 1.89 0.49 0.32  -0.495
O: 0.13 -0.45 -0.93  -0.465
C: -0.39 0.84 -1.05  -0.333
C: -1.12 1.19 0.37  0.568
O: -1.14 2.28 0.85  -0.531
O: -1.91 0.19 0.79  -0.466
H: 1.90 -1.87 1.36  0.242
H: 0.71 -2.41 0.17  0.229
H: -1.14 0.87 -1.84  0.341
H: 0.41 1.58 -1.15  0.269
H: -1.71 -0.62 0.30  0.367

Computed properties:
SMILES string = NC(=O)OCC(=O)O
M = 119.1 g mol⁻¹


In order of decreasing stability: #2, #1.